Molecular formula: C38H59N4O6PRuSe
Method: DFT, the ωB97M-V functional and the def2-TZVPD basis

The geometry in XYZ format:
```
110
Properties=species:S:1:pos:R:3:forces:R:3:lowdin_charge:R:1
Ru -0.39539 -1.08979 -0.15037 -0.5 0.1 0.0 1.373
O 1.44920 -0.94972 -2.84984 0.2 -0.8 -0.3 -0.091
C 0.79439 -1.87663 -3.69692 0.1 0.2 0.2 -0.237
C 0.46889 -3.18184 -2.99288 0.0 0.2 0.0 -0.185
N -0.61106 -3.04813 -2.00694 0.0 -0.3 0.0 -0.170
C -0.70518 -4.25621 -1.17382 0.1 0.1 -0.1 -0.123
C -1.29385 -4.05912 0.22919 0.0 0.0 0.1 -0.645
O -1.75368 -5.04984 0.78270 0.1 0.1 0.0 0.022
O -1.17824 -2.88695 0.75253 0.0 -0.3 -0.2 -0.242
C -1.87802 -2.78833 -2.70922 0.0 0.0 0.1 -0.096
C -2.55119 -1.44833 -2.42885 -0.2 0.1 0.1 -0.667
O -3.50121 -1.15037 -3.15539 0.1 0.0 0.1 0.002
O -2.06927 -0.73249 -1.49327 0.1 0.0 -0.2 -0.227
H 0.84784 -0.22145 -2.63148 -0.1 0.3 0.0 -0.002
H 1.45009 -2.11005 -4.54113 0.1 0.0 0.0 0.117
H -0.11432 -1.43532 -4.11385 0.1 -0.1 0.0 0.086
H 1.36608 -3.53425 -2.49132 0.1 0.0 0.1 0.102
H 0.20408 -3.93502 -3.75286 0.0 0.0 0.0 0.127
H 0.30128 -4.64780 -1.00459 -0.2 0.0 -0.1 0.094
H -1.27393 -5.04487 -1.67426 0.0 0.0 0.0 0.124
H -2.60762 -3.56895 -2.48786 0.0 0.0 0.1 0.134
H -1.71775 -2.82001 -3.78870 -0.1 -0.1 0.0 0.119
C -4.10749 2.77106 -2.78072 0.0 0.0 0.0 -0.002
N -2.72691 3.14949 -2.44398 0.0 -0.1 -0.1 -0.060
N -1.79936 2.20365 -2.90797 0.0 0.0 0.2 0.047
C -0.92453 1.84430 -1.90243 -0.3 0.2 -0.1 -0.404
O 0.02634 1.07466 -2.02954 0.2 0.2 0.0 -0.026
C -1.34896 2.60071 -0.75016 0.1 0.0 0.1 0.071
C -2.43581 3.31223 -1.09306 -0.1 0.0 0.0 -0.250
C -3.33850 4.12144 -0.23118 0.0 0.0 0.0 -0.003
C -1.63403 2.01885 -4.29698 0.0 0.0 0.0 -0.185
C -1.62928 3.11023 -5.15917 0.0 0.0 0.0 -0.020
C -1.47082 2.90133 -6.52130 0.0 0.0 0.0 -0.094
C -1.30492 1.61498 -7.01889 0.0 0.0 0.0 -0.100
C -1.32419 0.53267 -6.14964 0.0 0.0 0.0 -0.063
C -1.50580 0.72953 -4.78935 0.0 0.0 0.0 0.006
H -4.18698 2.65848 -3.85906 0.0 0.0 0.0 0.085
H -4.77176 3.57232 -2.46421 0.0 0.0 0.0 0.083
H -4.38166 1.82522 -2.30346 0.0 0.0 0.0 0.107
H -0.88165 2.54480 0.21861 -0.1 0.0 -0.2 0.078
H -2.83316 4.37239 0.70045 0.0 0.0 0.0 0.077
H -4.22927 3.54335 0.03215 0.0 0.0 0.0 0.091
H -3.65309 5.03722 -0.73407 0.0 0.0 0.0 0.084
H -1.74485 4.10764 -4.75348 0.0 0.0 0.0 0.113
H -1.46640 3.74947 -7.19472 0.0 0.0 0.0 0.096
H -1.17556 1.45618 -8.08204 0.0 0.0 0.0 0.095
H -1.22354 -0.47627 -6.53225 0.0 0.0 0.0 0.106
H -1.60179 -0.09511 -4.09645 0.0 0.2 -0.2 0.082
C 2.86335 0.76144 3.14881 0.1 0.0 0.0 -0.107
C 2.56705 -0.74481 3.15925 0.0 0.1 0.1 -0.583
C 3.54726 -1.38779 4.14698 0.0 -0.1 0.0 -0.085
C 1.12146 -0.91867 3.67151 0.0 0.0 0.0 -0.088
P 2.64986 -1.37135 1.38702 -0.1 0.1 -0.1 0.875
N 1.36921 -0.94659 0.59651 0.1 0.0 0.1 -0.388
C 2.80972 -3.24749 1.41656 0.0 -0.1 0.0 -0.581
C 4.17202 -3.81077 1.83552 0.0 0.0 0.0 -0.082
C 1.72107 -3.79664 2.35607 0.0 0.0 0.0 -0.077
C 2.47154 -3.77067 0.01056 0.0 0.0 0.0 -0.108
C 4.17199 -0.63261 0.55282 0.0 0.0 -0.1 -0.593
C 4.42000 -1.40571 -0.75345 0.0 0.0 0.0 -0.093
C 5.47134 -0.64405 1.36545 0.0 0.0 0.1 -0.085
C 3.84188 0.81255 0.12958 0.0 0.0 0.0 -0.091
H 2.57442 1.17373 4.12010 0.0 0.0 0.0 0.085
H 2.29912 1.28067 2.38105 -0.1 0.0 0.0 0.053
H 3.92377 0.97191 3.00663 -0.1 0.0 0.0 0.059
H 3.45779 -0.85646 5.09977 0.0 0.0 0.0 0.088
H 4.58851 -1.31015 3.82574 -0.1 0.0 0.0 0.063
H 3.32079 -2.43549 4.34296 0.0 0.0 0.0 0.060
H 0.94820 -0.19353 4.47293 0.0 -0.1 0.0 0.085
H 0.94518 -1.90930 4.08377 0.0 0.0 0.0 0.069
H 0.37349 -0.73802 2.89731 0.1 0.0 0.1 0.017
H 4.50029 -3.47110 2.81798 0.0 0.0 0.0 0.061
H 4.95423 -3.57691 1.11189 0.0 0.0 0.0 0.058
H 4.08728 -4.90171 1.87909 0.0 0.0 0.0 0.089
H 1.94242 -3.61734 3.40603 0.0 0.0 0.0 0.058
H 1.66992 -4.88059 2.21759 0.0 0.0 0.0 0.091
H 0.73571 -3.38295 2.12997 0.0 0.0 0.0 0.070
H 3.32589 -3.77154 -0.66181 0.0 0.0 0.0 0.068
H 1.68896 -3.16080 -0.43845 0.0 0.0 0.0 0.031
H 2.11289 -4.80173 0.09316 0.0 0.1 0.0 0.088
H 4.81796 -2.40446 -0.57592 0.0 0.0 0.0 0.055
H 5.17287 -0.85782 -1.32878 0.0 0.0 0.0 0.085
H 3.51737 -1.47944 -1.36315 0.0 0.1 0.0 0.070
H 5.75802 -1.64480 1.69207 0.0 0.0 0.0 0.062
H 5.42936 0.00067 2.24439 0.0 -0.1 -0.1 0.057
H 6.27690 -0.26651 0.72681 0.0 0.0 0.0 0.086
H 2.85307 0.86819 -0.32711 0.0 0.0 0.0 0.069
H 4.58357 1.12817 -0.61121 0.0 0.0 0.0 0.082
H 3.88595 1.51722 0.95736 0.0 0.0 0.0 0.058
C -3.47026 5.37812 4.34858 0.0 0.0 0.0 -0.067
C -3.16634 4.07638 3.65366 0.0 -0.1 0.0 -0.300
C -4.17461 3.17895 3.31659 0.0 0.0 -0.1 -0.040
C -3.91401 1.96977 2.67945 0.0 0.1 0.0 -0.323
C -5.07536 1.07682 2.33526 0.0 0.0 0.0 -0.115
C -2.58189 1.61442 2.36990 -0.2 -0.1 -0.1 -0.545
Se -2.31230 -0.08929 1.54116 -0.1 -0.2 0.3 0.718
C -1.56422 2.50811 2.70992 0.2 0.1 0.0 -0.315
C -0.12330 2.17754 2.43492 0.1 0.0 0.1 -0.108
C -1.86615 3.71594 3.33629 0.0 0.0 0.0 -0.040
H -4.54699 5.53567 4.42878 0.0 0.0 0.0 0.066
H -3.04651 6.22875 3.80889 0.0 0.0 0.0 0.071
H -3.05631 5.39652 5.36023 0.0 0.0 0.0 0.073
H -5.20659 3.43069 3.54718 0.0 0.0 0.0 0.105
H -6.01949 1.57250 2.57370 0.0 0.0 0.0 0.066
H -5.02455 0.13263 2.88263 0.0 0.0 0.0 0.068
H -5.06249 0.80221 1.27766 0.0 0.0 0.0 0.056
H -0.02983 1.16662 2.03279 0.1 0.2 0.0 -0.007
H 0.46552 2.24463 3.35348 -0.1 0.0 0.0 0.074
H 0.32385 2.87482 1.71671 0.0 0.0 0.1 0.083
H -1.04695 4.38610 3.59090 0.0 0.0 0.0 0.118
```
Positions in Å, forces in eV/Å.

Orbital gap (spin up / spin down) in eV: 6.48 / 6.38
Multiplicity: 6
Charge: -1
Energy above the lowest of the compared OMol25 structures with the same formula, charge and spin in kcal per mole: 14.6
Total energy in hartree: -4991.5829
E_HOMO (spin up / spin down) in eV: -4.06 / -4.06